(1)
C9H19BiCl2NO3P | the ωB97M-V functional and the def2-TZVPD basis

```
36
Properties=species:S:1:pos:R:3:lowdin_charge:R:1
C 0.3974 2.8693 3.4944 -0.069
C 0.0842 2.3539 2.1296 -0.863
H 1.3649 2.4558 3.7919 0.096
H -0.3922 2.5602 4.1968 0.104
H 0.5017 3.9685 3.4291 0.106
O 0.7232 1.5858 1.4360 -0.044
Cl -1.4195 3.0264 1.5831 0.719
Bi -0.7694 -0.5289 -1.8722 1.396
P 0.9133 1.9291 -1.7867 0.733
C 2.6204 1.4432 -2.2158 -0.258
C 0.3585 2.6728 -3.3640 -0.272
H 0.4354 3.9626 -0.5355 0.043
H 1.8356 4.1270 -1.6524 0.073
H 2.0491 3.2503 -0.1025 0.062
C 1.3464 3.4797 -0.9140 -0.232
H -0.6566 3.0779 -3.2141 0.065
H 1.0557 3.4955 -3.5941 0.068
H 3.1080 2.3442 -2.6178 0.076
H 2.6083 0.6337 -2.9580 0.057
H 0.3642 1.9141 -4.1601 0.047
H 3.1202 1.1355 -1.2856 0.062
C 1.2167 -1.2444 -0.9365 -0.179
O 1.8147 -1.9038 -0.2143 0.219
Cl -0.6145 -1.4178 -4.1930 -0.080
C -2.3316 -3.3793 2.4826 0.002
N -1.7056 -3.8298 1.2381 -0.157
C -1.8666 -5.2255 0.8437 -0.017
C -1.1472 -2.9834 0.3650 -0.324
O -1.2098 -1.7256 0.4872 -0.202
H -2.7449 -4.2599 2.9830 0.099
H -3.1441 -2.6716 2.2878 0.106
H -1.5904 -2.9135 3.1401 0.108
H -2.3974 -5.2881 -0.1181 0.105
H -0.8851 -5.7053 0.7240 0.107
H -2.4430 -5.7489 1.6088 0.100
H -0.5996 -3.4596 -0.4866 0.146
```

Properties
* HOMO energy: -15.956 eV
* maximum force: 5.476 eV/A
* net charge: +2
* lowest unoccupied orbital energy: -9.227 eV
* ΔE to the lowest compared entry with this formula, charge and spin: 0.00 kcal/mol

=====

(2)
C9H19Br6NO | the ωB97M-V functional and the def2-TZVPD basis

```
36
Properties=species:S:1:pos:R:3:lowdin_charge:R:1
Br -0.2037 -3.8079 1.4806 0.720
C 1.3552 -4.0944 2.5775 -0.677
C 2.7190 -4.1534 1.7842 -0.717
Br 4.2267 -4.6595 2.9030 0.643
H 1.2321 -5.0871 3.0105 0.049
H 1.4290 -3.3599 3.3794 0.055
H 2.9661 -3.2715 1.1932 -0.020
H 2.6440 -4.9905 1.0901 0.041
Br -1.5496 2.0371 0.9230 0.679
C -2.7328 3.4654 0.1422 -0.660
C -2.0902 4.7632 -0.0972 -0.677
Br -3.3934 5.9829 -0.9514 0.647
H -3.4837 3.5701 0.9253 0.051
H -3.3594 3.1553 -0.6940 0.056
H -1.2330 4.5671 -0.7414 0.052
H -1.7217 5.3002 0.7767 0.067
Br 2.3593 3.5864 -0.6185 0.648
C 1.7913 2.1265 0.5476 -0.746
C 2.9997 1.1664 0.7016 -0.628
Br 2.4383 -0.5744 1.5313 0.638
H 0.9364 1.5595 0.1791 -0.052
H 1.5472 2.4989 1.5425 0.051
H 3.8121 1.4998 1.3473 0.056
H 3.4342 0.9647 -0.2775 0.043
C -2.4867 -1.8005 -2.5283 -0.062
O -3.1607 -1.4224 -3.5269 0.325
N -1.4703 -1.0780 -1.9413 -0.114
C -0.8279 -1.5837 -0.7913 -0.120
C -1.1052 0.2061 -2.4739 -0.014
H -2.6810 -2.7881 -2.0823 0.200
H 0.0762 -2.1518 -1.0103 0.094
H -1.3697 -2.3876 -0.2930 0.010
H -0.5825 -0.9272 0.0435 0.070
H -0.0883 0.1546 -2.8627 0.115
H -1.4745 0.5335 -3.4458 0.115
H -0.9527 1.0004 -1.7432 0.063
```

Properties
* HOMO energy (alpha / beta): -12.383 / -12.383 eV
* spin multiplicity: 2
* maximum force: 5.338 eV/A
* net charge: +1
* lowest unoccupied orbital energy (alpha / beta): -4.455 / -8.994 eV

=====

(3)
C9H19ClNO | the ωB97M-V functional and the def2-TZVPD basis

```
31
Properties=species:S:1:pos:R:3:lowdin_charge:R:1
C 3.6428 0.7556 0.3511 -0.069
C 2.6747 -0.4162 0.4940 -0.414
C 2.7942 -1.3957 -0.6931 -0.057
C 1.2504 0.0751 0.7590 -0.168
C 0.5588 0.7297 -0.4421 -0.127
C -0.9393 0.5788 -0.4898 -0.313
C -1.4053 -0.8856 -0.5057 -0.034
N -2.6689 -1.0023 0.2910 0.051
C -3.6320 0.1054 0.0240 -0.610
Cl -5.0306 -0.1390 1.0659 0.744
C -2.9214 1.4493 0.3174 -0.188
O -1.5751 1.2272 0.6114 -0.069
H 3.7369 1.3033 1.2840 0.083
H 4.6236 0.3658 0.0989 0.080
H 3.3424 1.4153 -0.4598 0.082
H 2.9718 -0.9702 1.3812 0.128
H 3.6177 -1.0990 -1.3325 0.077
H 1.9052 -1.4457 -1.3173 0.057
H 3.0016 -2.4087 -0.3639 0.077
H 0.6580 -0.7243 1.2006 0.105
H 1.3116 0.8361 1.5339 0.121
H 0.7462 1.7992 -0.3945 0.133
H 0.9426 0.3968 -1.4030 0.123
H -1.2982 1.0462 -1.4107 0.155
H -0.6798 -1.5724 -0.0893 0.131
H -1.6126 -1.1809 -1.5287 0.147
H -2.4503 -0.9754 1.2928 0.185
H -3.1297 -1.8980 0.1146 0.182
H -3.9871 0.0122 -0.9931 0.124
H -3.0394 2.0935 -0.5561 0.141
H -3.4086 1.9238 1.1600 0.123
```

Properties
* HOMO energy: -13.943 eV
* structure (SMILES): CC(C)CC[C@H]1C[NH2+][C@@H](Cl)CO1
* maximum force: 0.489 eV/A
* net charge: +1
* lowest unoccupied orbital energy: -3.273 eV

=====

(4)
C9H19IMnNO | the ωB97M-V functional and the def2-TZVPD basis

```
32
Properties=species:S:1:pos:R:3:lowdin_charge:R:1
Mn 10.1182 -16.1549 20.9714 0.406
I 10.0471 -15.6319 18.0782 -0.117
C 13.4950 -12.7493 16.9757 -0.014
C 13.2975 -11.5826 17.9661 -0.431
C 14.1107 -10.3004 17.3700 -0.075
C 13.3272 -9.6901 16.2046 -0.178
C 11.8675 -9.3937 16.3653 -0.150
C 11.1199 -10.5531 16.9596 -0.429
N 11.8699 -11.1846 18.1197 0.119
O 11.0792 -12.1540 18.7015 0.030
C 9.8042 -9.9593 17.4916 -0.015
C 10.9451 -11.6460 15.8457 0.014
C 13.8650 -11.9867 19.2855 -0.031
H 12.8178 -13.5943 17.1003 0.067
H 13.5782 -12.5622 15.9051 0.093
H 14.3297 -13.3931 17.2531 0.107
H 14.2951 -9.4751 18.0577 0.124
H 15.0703 -10.6877 17.0275 0.128
H 13.8428 -8.7912 15.8668 0.128
H 13.4374 -10.4521 15.4330 0.100
H 11.3741 -9.2822 15.3997 0.138
H 11.6239 -8.4204 16.7914 0.134
H 9.0884 -10.7507 17.7138 0.088
H 9.2607 -9.2918 16.8230 0.107
H 9.9006 -9.5538 18.4988 0.100
H 10.7428 -12.6902 16.0842 0.072
H 11.7033 -11.7263 15.0668 0.091
H 10.0076 -11.3467 15.3770 0.107
H 14.9463 -12.0112 19.1507 0.106
H 13.7821 -11.2506 20.0852 0.100
H 13.4269 -12.9038 19.6794 0.096
H 11.1214 -12.9101 18.1114 -0.016
```

Properties
* HOMO energy (alpha / beta): -11.393 / -9.534 eV
* spin multiplicity: 6
* maximum force: 3.013 eV/A
* net charge: +1
* lowest unoccupied orbital energy (alpha / beta): -4.133 / -6.626 eV
* ΔE to the lowest compared entry with this formula, charge and spin: 53.32 kcal/mol

=====

(5)
C9H19N2 | the ωB97M-V functional and the def2-TZVPD basis

```
30
Properties=species:S:1:pos:R:3:lowdin_charge:R:1
C 1.3260 0.7632 -0.2652 -0.250
C 1.2963 2.0260 -0.3900 0.117
C 1.8879 -1.2957 -1.0546 -0.025
C 0.2147 -1.3525 -0.9639 -0.111
C -2.3959 -0.8501 -0.1080 -0.060
C -1.0058 0.3042 1.5403 0.001
C -1.9932 1.5896 -0.3596 -0.016
C 2.5288 -0.5953 1.3353 -0.021
C -1.4937 0.2515 0.1327 -0.547
N 2.2216 -0.2163 -0.0673 -0.118
N -0.1798 -0.0252 -0.7261 -0.008
H 0.3960 2.5557 -0.6769 0.067
H 2.2605 2.6363 -0.4569 0.135
H 2.3897 -2.1741 -0.7329 0.098
H 2.2134 -1.0834 -2.1164 0.140
H -0.4007 -1.7944 -1.7478 0.138
H 0.0742 -1.9100 -0.0434 0.120
H -2.6446 -0.9252 -1.2776 0.150
H -1.9928 -1.7769 0.1801 0.064
H -3.4465 -0.8051 0.3280 0.137
H -1.6320 -0.2889 2.2585 0.125
H -0.9035 1.2450 1.8572 0.049
H -0.0360 -0.3164 1.6229 0.094
H -1.3438 2.3759 -0.2050 0.036
H -2.0924 1.5009 -1.4135 0.082
H -3.0099 1.9579 -0.0306 0.140
H 1.8278 -0.3087 2.1437 0.089
H 2.7040 -1.6977 1.3311 0.102
H 3.5451 -0.2352 1.5577 0.097
H -0.3154 0.4448 -1.6517 0.177
```

Properties
* HOMO energy: -13.371 eV
* structure (SMILES): C=C1N(C)CC[N@H+]1C(C)(C)C
* maximum force: 5.698 eV/A
* net charge: +1
* lowest unoccupied orbital energy: -2.526 eV
* ΔE to the lowest compared entry with this formula, charge and spin: 85.46 kcal/mol

=====

(6)
C9H19N3O3 | the ωB97M-V functional and the def2-TZVPD basis

```
34
Properties=species:S:1:pos:R:3:lowdin_charge:R:1
C -1.8810 -0.8293 1.9122 -0.290
C -1.9227 0.3664 1.0317 -0.483
C -1.3721 -0.5722 3.2941 -0.053
C -0.1182 -0.1743 -0.7396 -0.196
C -0.3991 -1.5885 -1.2793 -0.571
C 1.0190 0.0684 0.2894 -0.153
C 2.3915 -0.0318 -0.2534 -0.209
C 2.6894 0.9341 -1.4013 -0.180
C 2.5691 2.4144 -0.8469 -0.277
H -0.3642 -2.1701 1.9983 0.087
H -1.5976 -2.8072 1.1368 0.087
H -2.9075 -1.1507 1.9827 0.142
H -0.3543 -0.1659 3.2607 0.089
H -1.2283 -1.4475 3.8478 0.065
H -1.8601 0.2554 3.7733 0.084
H -1.5726 1.2299 -0.7094 0.143
H 0.1461 0.4446 -1.6123 0.145
H 0.9212 -0.5158 1.1613 0.091
H 0.8000 1.0602 0.6466 0.102
H 3.1385 0.2456 0.5082 0.124
H 2.6150 -1.0296 -0.5900 0.108
H 1.8540 0.8543 -2.1384 0.092
H 3.6178 0.8320 -2.0436 0.128
H 1.6826 2.4224 -0.1800 0.102
H 3.3448 2.6384 -0.1861 0.085
H 1.5807 3.4483 -2.3278 0.028
H 2.9775 3.0425 -2.6506 0.069
H -2.1989 -1.0475 -1.4683 0.094
N -1.0321 -1.9658 1.2226 0.069
N -1.2841 0.4554 -0.1569 0.101
N 2.4383 3.4420 -1.8696 -0.001
O -2.4420 1.3001 1.5848 0.085
O 0.3870 -2.4629 -1.2176 0.136
O -1.6082 -1.7351 -1.7200 0.157
```

Properties
* HOMO energy: -9.545 eV
* structure (SMILES): C[C@H](N)C(=O)N[C@@H](CCCCN)C(=O)O
* maximum force: 3.866 eV/A
* net charge: 0
* lowest unoccupied orbital energy: 0.415 eV
* ΔE to the lowest compared entry with this formula, charge and spin: 51.14 kcal/mol

=====

(7)
C9H19N3O3 | the ωB97M-V functional and the def2-TZVPD basis

```
34
Properties=species:S:1:pos:R:3:lowdin_charge:R:1
C -1.1263 1.8855 -1.0032 -0.126
C -1.8467 0.3997 0.7554 -0.471
C 1.0985 -0.4763 1.1942 -0.047
C 1.6447 1.3709 -0.2861 -0.155
C 2.0202 -1.4571 0.3650 -0.096
C 2.4737 0.3964 -1.1074 -0.102
C -3.3859 -1.8648 -1.4193 -0.047
C -2.7521 -1.6587 -0.0040 -0.174
C -0.6649 1.3527 0.3931 -0.276
N 0.5516 0.6900 0.3015 -0.089
N 3.0932 -0.6641 -0.3126 0.040
N -0.8437 2.5056 1.4879 0.254
O -1.4465 3.0274 -1.0933 0.158
O -2.6416 0.7858 1.5551 0.173
O -1.7582 -0.6260 -0.0169 0.001
H -1.0623 1.1672 -1.7703 0.143
H 0.2497 -1.1838 1.6333 0.172
H 1.6245 -0.1280 2.1119 0.131
H 2.1850 1.8210 0.4961 0.122
H 1.2816 2.1639 -0.9520 0.152
H 2.5015 -2.2374 1.0800 0.175
H 1.3869 -2.0718 -0.3386 0.157
H 1.7198 -0.0791 -1.7934 0.165
H 3.1974 0.8925 -1.7445 0.149
H -4.2242 -1.0296 -1.5524 0.127
H -2.6802 -1.9187 -2.2713 0.075
H -3.9044 -2.9255 -1.3217 0.127
H -2.0901 -2.4881 0.3468 0.137
H -3.4377 -1.4201 0.8356 0.140
H 3.7468 -0.1870 0.3123 0.189
H 3.7493 -1.3741 -0.8636 0.260
H -1.2739 3.3368 1.0674 0.147
H -1.6696 2.1914 2.0803 0.159
H 0.0536 2.9187 1.9858 0.232
```

Properties
* HOMO energy: -17.134 eV
* structure (SMILES): CCOC(=O)[C@]([NH3+])(C=O)N1CC[NH2+]CC1
* maximum force: 2.974 eV/A
* net charge: +2
* lowest unoccupied orbital energy: -6.525 eV
* ΔE to the lowest compared entry with this formula, charge and spin: 0.00 kcal/mol

=====

(8)
C9H19N3O3S | the ωB97M-V functional and the def2-TZVPD basis

```
35
Properties=species:S:1:pos:R:3:lowdin_charge:R:1
C -1.6602 -1.6672 1.9969 -0.383
C -0.2563 -1.8142 1.6942 -0.492
C -1.7238 -0.6988 3.2754 -0.437
C 1.4466 -0.9916 0.1129 -0.258
C 2.3017 0.1139 0.9610 -0.363
C 1.3159 -0.5614 -1.2924 -0.184
C 0.7304 0.8932 -1.5842 -0.211
C 0.6355 1.2907 -3.1684 -0.250
C 0.0554 2.6850 -3.4150 -0.379
H -2.2758 -3.3951 1.5781 0.125
H -1.8144 -3.5617 3.1770 0.099
H -2.4031 -1.4403 1.1625 0.168
H -2.8635 -0.5049 3.5475 0.104
H -1.2607 -1.2112 4.1872 0.085
H 0.2770 0.7691 2.7125 -0.145
H -0.5799 -0.2995 0.3168 0.173
H 1.8643 -2.0265 0.1389 0.174
H 0.5385 -1.3179 -1.8452 0.163
H 2.2536 -0.6688 -1.8814 0.126
H 1.5066 1.6353 -1.0337 0.109
H -0.3395 1.2882 -0.9287 0.166
H 1.7855 1.3399 -3.3476 0.124
H 0.2088 0.5926 -4.0025 0.123
H 0.4721 3.4220 -4.2227 0.119
H 0.6458 3.1841 -2.3517 0.165
H -2.0211 3.0881 -2.6661 0.106
H -1.9084 1.9839 -3.7912 0.082
H 1.9771 -0.9498 2.4752 0.014
N -2.3297 -2.8773 2.5626 0.006
N 0.1567 -1.0165 0.6880 0.077
N -1.3690 2.8713 -3.5260 -0.078
O 0.6139 -2.2643 2.4611 0.040
O 2.5154 1.2534 0.4799 0.048
O 2.4745 -0.2429 2.2257 0.154
S -0.9701 1.0993 3.3034 0.631
```

Properties
* HOMO energy: -9.253 eV
* structure (SMILES): NCCCC[C@H](NC(=O)[C@@H](N)CS)C(=O)O
* maximum force: 5.809 eV/A
* net charge: 0
* lowest unoccupied orbital energy: 0.274 eV
* ΔE to the lowest compared entry with this formula, charge and spin: 132.67 kcal/mol